Here is C28H32NO9PSV as an isolated structure from the Open Molecules 2025 dataset. Energies are from wB97M-V/def2-TZVPD.

Values from the calculation:
Maximum force in eV Å⁻¹: 0.838
Expectation value of S²: 2.04
ΔE to the lowest compared entry with this formula, charge and spin in eV: 6.6419
Orbital gap (spin up / spin down) in eV: 7.598 / 7.640

```
! wB97M-V def2-TZVPD RIJCOSX def2/J DEFGRID3
* xyz -1 3
V -1.301 -0.962 0.568
O 0.069 -1.948 3.980
C -1.325 -2.034 4.218
C -2.051 -3.019 3.316
N -2.084 -2.686 1.883
C -0.853 -2.919 1.173
C -0.838 -2.033 -1.077
O -0.800 -2.773 -1.935
O 1.658 -1.515 -1.048
C -3.289 -3.147 1.188
C -3.935 -2.073 0.300
O -5.131 -2.120 0.087
O -3.103 -1.227 -0.219
H 0.221 -1.179 3.411
H -1.799 -1.056 4.141
H -1.459 -2.392 5.243
H -3.080 -3.069 3.677
H -1.602 -4.015 3.441
H -0.850 -3.834 0.574
H -0.006 -2.894 1.853
H -4.038 -3.476 1.904
H -3.053 -4.002 0.540
O -1.180 1.685 3.776
S -1.297 1.070 2.485
O -2.486 0.242 2.234
O -0.132 0.193 2.128
C -1.493 2.351 1.252
C -2.158 3.479 1.723
C -2.593 4.446 0.835
C -2.373 4.263 -0.523
C -1.689 3.144 -0.971
C -1.212 2.155 -0.106
P 0.131 0.789 -0.645
C -0.274 0.830 -2.426
C -1.595 0.600 -2.810
C -1.936 0.512 -4.151
C -0.959 0.659 -5.127
C 0.359 0.875 -4.753
C 0.703 0.947 -3.410
C 1.373 2.100 -0.223
C 2.135 2.006 0.939
C 3.035 3.007 1.275
C 3.203 4.107 0.446
C 2.457 4.202 -0.719
C 1.544 3.209 -1.047
H -2.337 3.580 2.785
H -3.110 5.325 1.200
H -2.720 5.001 -1.236
H -1.504 3.048 -2.035
H -2.364 0.473 -2.054
H -2.964 0.321 -4.429
H -1.223 0.590 -6.176
H 1.129 0.971 -5.510
H 1.736 1.068 -3.112
H 2.009 1.150 1.587
H 3.609 2.923 2.190
H 3.909 4.886 0.707
H 2.578 5.056 -1.376
H 0.953 3.309 -1.948
C 2.655 -3.578 -0.697
C 2.916 -2.078 -0.667
C 3.972 -1.687 -1.695
C 3.325 -1.620 0.728
O 1.772 -0.099 -0.923
H 3.570 -4.120 -0.454
H 2.314 -3.884 -1.687
H 1.889 -3.844 0.034
H 4.926 -2.170 -1.471
H 4.112 -0.606 -1.687
H 3.648 -1.990 -2.692
H 4.262 -2.102 1.016
H 2.562 -1.881 1.460
H 3.464 -0.541 0.742
*
```

Here is C24H22BCuF10N10OP as an isolated structure from the Open Molecules 2025 dataset. Energies are from wB97M-V/def2-TZVPD.

Values from the calculation:
Maximum force in eV Å⁻¹: 2.861
Expectation value of S²: 0.75
ΔE to the lowest compared entry with this formula, charge and spin in eV: 0.0000
Orbital gap (spin up / spin down) in eV: 8.892 / 7.925

```
! wB97M-V def2-TZVPD RIJCOSX def2/J DEFGRID3
* xyz 0 2
Cu 5.187 -6.174 17.511
C 8.522 -10.387 18.898
N 7.792 -9.108 18.859
C 6.973 -8.606 17.940
N 6.550 -7.421 18.308
C 7.190 -7.216 19.504
N 7.952 -8.218 19.888
C 10.044 -10.093 18.749
C 10.948 -10.750 19.540
C 12.318 -10.652 19.306
C 12.821 -9.769 18.370
C 11.878 -9.039 17.584
C 10.475 -9.287 17.720
C 12.372 -8.148 16.528
N 13.453 -8.254 15.860
N 13.421 -7.270 14.904
C 12.373 -6.587 15.142
O 11.596 -7.110 16.139
C 11.864 -5.412 14.450
C 12.561 -4.791 13.438
C 11.986 -3.702 12.760
C 10.755 -3.173 13.181
C 10.089 -3.791 14.241
C 8.741 -3.235 14.734
N 7.799 -4.295 15.082
C 7.356 -4.600 16.249
N 6.421 -5.547 16.121
C 6.406 -5.788 14.763
N 7.215 -5.020 14.078
C 10.623 -4.916 14.881
H 8.170 -11.018 18.082
H 8.308 -10.833 19.861
H 6.665 -9.164 17.061
H 7.149 -6.268 20.023
H 10.550 -11.389 20.316
H 13.038 -11.170 19.962
H 13.889 -9.651 18.216
H 9.816 -8.768 17.047
H 13.498 -5.176 13.105
H 12.479 -3.165 11.976
H 10.263 -2.429 12.590
H 8.302 -2.617 13.981
H 8.930 -2.636 15.602
H 7.620 -4.099 17.167
H 5.654 -6.470 14.362
H 10.102 -5.370 15.730
F 6.851 -2.126 18.558
B 6.637 -3.203 19.410
F 7.808 -3.786 19.741
F 5.867 -2.875 20.533
F 5.861 -4.280 18.708
F 3.526 -5.413 16.330
P 2.698 -6.712 15.558
F 4.109 -7.564 15.806
F 2.050 -7.956 14.805
F 2.248 -7.177 16.990
F 3.379 -6.183 14.198
F 1.408 -5.781 15.357
C 1.739 -4.645 21.316
N 2.499 -5.609 20.467
C 2.518 -6.949 20.655
C 3.366 -7.455 19.709
N 3.919 -6.378 19.016
C 3.400 -5.270 19.493
H 1.805 -5.123 22.324
H 0.713 -4.540 21.014
H 2.268 -3.682 21.389
H 1.795 -7.441 21.275
H 3.513 -8.463 19.493
H 3.707 -4.237 19.245
*
```

Here is a 3-piece molecular cluster, C6H9N3 overall from the Open Molecules 2025 dataset. Energies are from wB97M-V/def2-TZVPD.

Values from the calculation:
Maximum force in eV Å⁻¹: 0.599
ΔE to the lowest compared entry with this formula, charge and spin in eV: 6.3113
Orbital gap (spin up / spin down) in eV: 7.004 / 7.778

```
! wB97M-V def2-TZVPD RIJCOSX def2/J DEFGRID3
* xyz 0 1
C 0.111 -0.019 -0.317
C 0.198 -1.506 -0.271
C -0.450 0.604 -1.565
C 0.193 0.700 0.840
C 0.557 1.469 1.820
N -1.873 0.318 1.217
N -2.411 -0.718 1.311
C 2.370 0.536 -0.539
N 2.970 0.091 -1.435
H -1.947 -1.608 0.985
H 0.712 -1.876 -1.158
H -0.817 -1.948 -0.305
H 0.708 -1.867 0.621
H -0.580 1.679 -1.457
H -1.412 0.146 -1.817
H 0.242 0.413 -2.388
H -0.148 1.753 2.595
H 1.577 1.833 1.864
*
```

Here is a 2-piece molecular cluster, C4H11N2O2PS overall from the Open Molecules 2025 dataset. Energies are from wB97M-V/def2-TZVPD.

Values from the calculation:
SMILES: C=NC(C)=O.CNP(O)S
Maximum force in eV Å⁻¹: 0.989
ΔE to the lowest compared entry with this formula, charge and spin in eV: 0.2280
Orbital gap in eV: 9.485

```
! wB97M-V def2-TZVPD RIJCOSX def2/J DEFGRID3
* xyz 0 1
C 1.030 -2.550 -0.012
N 1.108 -1.651 0.851
C 1.401 -1.703 2.188
C 0.210 -1.337 3.042
O 2.521 -1.879 2.608
H 0.843 -2.271 -1.041
H 1.118 -3.616 0.210
H -0.679 -1.865 2.703
H 0.422 -1.566 4.081
H 0.030 -0.269 2.930
C -0.430 3.192 -1.691
N -0.614 1.839 -2.195
P 0.096 0.523 -1.323
O -0.635 -0.658 -2.170
S -1.168 0.689 0.404
H 0.599 3.555 -1.780
H -1.091 3.861 -2.249
H -0.715 3.216 -0.638
H -0.296 1.791 -3.160
H -1.519 -0.423 -2.483
H -2.234 1.124 -0.276
*
```

Here is a 3-piece molecular cluster, C21H34BrClN4O3 overall from the Open Molecules 2025 dataset. Energies are from wB97M-V/def2-TZVPD.

Values from the calculation:
SMILES: CC[C@@H](Cl)c1cnc2cccc(CC(=O)Br)c2n1.COC[C@@H](C)N.COC[C@@H](C)N
Maximum force in eV Å⁻¹: 1.973
Orbital gap in eV: 8.876

```
! wB97M-V def2-TZVPD RIJCOSX def2/J DEFGRID3
* xyz 0 1
C 2.477 3.748 -0.221
C 1.533 2.887 -1.132
C 1.976 1.397 -1.201
Cl 3.313 0.951 -0.052
C 0.845 0.381 -0.990
C 1.176 -1.023 -0.906
N 0.334 -2.007 -0.708
C -0.945 -1.524 -0.595
C -1.998 -2.470 -0.394
C -3.307 -2.108 -0.250
C -3.647 -0.718 -0.297
C -2.673 0.226 -0.509
C -3.131 1.679 -0.589
C -2.295 2.649 0.249
O -1.569 2.368 1.143
Br -2.457 4.560 -0.287
C -1.308 -0.171 -0.669
N -0.383 0.814 -0.896
H 2.411 3.446 0.830
H 3.501 3.673 -0.613
H 2.158 4.795 -0.370
H 0.523 3.037 -0.729
H 1.566 3.323 -2.141
H 2.381 1.220 -2.212
H 2.233 -1.294 -1.011
H -1.737 -3.533 -0.363
H -4.042 -2.903 -0.115
H -4.692 -0.414 -0.178
H -3.216 2.006 -1.639
H -4.160 1.731 -0.184
C 6.311 -4.642 -2.585
O 6.108 -3.758 -1.499
C 6.873 -2.566 -1.549
C 6.255 -1.448 -2.405
C 6.437 -1.661 -3.905
N 4.827 -1.272 -2.121
H 7.349 -4.633 -2.931
H 5.637 -4.402 -3.411
H 6.070 -5.650 -2.244
H 6.920 -2.209 -0.516
H 7.905 -2.781 -1.854
H 6.771 -0.518 -2.147
H 5.784 -2.441 -4.297
H 6.202 -0.744 -4.447
H 7.470 -1.928 -4.140
H 4.717 -1.044 -1.136
H 4.388 -2.187 -2.208
C -6.980 -0.011 2.805
O -5.953 0.684 2.122
C -5.514 1.875 2.759
C -4.458 1.663 3.858
C -5.040 1.149 5.170
N -3.396 0.752 3.423
H -7.674 0.672 3.303
H -6.557 -0.711 3.529
H -7.536 -0.593 2.069
H -5.054 2.474 1.966
H -6.370 2.453 3.130
H -4.006 2.638 4.065
H -5.321 0.096 5.118
H -4.306 1.244 5.971
H -5.922 1.725 5.461
H -2.954 1.144 2.596
H -3.845 -0.094 3.078
*
```

Here is a 10-piece molecular cluster, C30H86N10O12 overall from the Open Molecules 2025 dataset. Energies are from wB97M-V/def2-TZVPD.

Values from the calculation:
SMILES: COC[C@H](C)N.COC[C@H](C)N.COC[C@H](C)N.COC[C@H](C)N.COC[C@H](C)N.COC[C@H](C)N.NC(N)=O.NC(N)=O.OCCO.OCCO
Maximum force in eV Å⁻¹: 7.877
ΔE to the lowest compared entry with this formula, charge and spin in eV: 11.6024
Orbital gap in eV: 8.269

```
! wB97M-V def2-TZVPD RIJCOSX def2/J DEFGRID3
* xyz 0 1
C 5.486 -4.407 2.055
O 4.642 -4.768 1.017
C 3.599 -3.857 0.737
C 2.315 -3.957 1.662
C 1.296 -2.890 1.241
N 2.520 -3.621 3.122
H 6.094 -5.253 2.375
H 4.886 -4.198 2.940
H 6.026 -3.489 1.824
H 3.998 -2.843 0.769
H 3.332 -3.932 -0.317
H 1.891 -4.950 1.515
H 0.891 -3.137 0.259
H 1.821 -1.943 1.118
H 0.488 -2.966 1.969
H 1.660 -4.068 3.406
H 2.338 -2.637 3.255
C -6.046 0.733 2.680
O -5.073 -0.284 2.497
C -4.773 -0.641 1.166
C -3.868 -1.867 1.075
C -3.213 -2.019 -0.291
N -4.678 -3.009 1.484
H -7.113 0.526 2.598
H -5.810 1.561 2.011
H -5.914 0.802 3.760
H -5.702 -0.742 0.606
H -4.274 0.244 0.770
H -3.157 -1.837 1.900
H -3.971 -1.977 -1.073
H -2.680 -2.968 -0.228
H -2.502 -1.192 -0.270
H -4.078 -3.817 1.395
H -5.239 -3.160 0.657
C -2.821 3.432 -2.654
O -4.117 3.612 -2.112
C -4.797 2.439 -1.567
C -5.090 1.346 -2.632
C -6.177 1.840 -3.628
N -5.686 0.178 -2.019
H -2.122 3.032 -1.920
H -2.544 4.446 -2.945
H -2.909 2.811 -3.545
H -4.247 2.082 -0.696
H -5.754 2.661 -1.095
H -4.225 1.080 -3.240
H -6.428 1.116 -4.404
H -5.716 2.699 -4.115
H -6.927 2.265 -2.961
H -4.875 -0.389 -1.817
H -6.023 -0.345 -2.815
C 3.647 3.989 -1.441
O 4.455 3.083 -0.795
C 4.728 2.018 -1.600
C 3.730 0.882 -1.034
C 3.859 0.639 0.440
N 4.031 -0.309 -1.780
H 3.614 4.906 -0.854
H 2.665 3.518 -1.401
H 3.886 4.221 -2.479
H 4.508 2.203 -2.651
H 5.704 1.571 -1.414
H 2.682 1.123 -1.212
H 3.633 1.483 1.093
H 4.783 0.168 0.774
H 3.210 -0.219 0.614
H 3.836 -0.231 -2.768
H 5.030 -0.453 -1.822
C 3.044 -3.293 -6.133
O 3.117 -2.652 -4.836
C 3.507 -3.633 -3.744
C 2.393 -4.731 -3.355
C 1.087 -4.201 -2.668
N 3.062 -5.741 -2.533
H 3.976 -3.249 -6.697
H 2.363 -2.759 -6.795
H 2.625 -4.298 -6.086
H 4.301 -4.148 -4.286
H 3.962 -3.155 -2.877
H 2.276 -5.329 -4.259
H 1.209 -3.876 -1.635
H 0.267 -4.900 -2.831
H 0.751 -3.297 -3.176
H 2.368 -6.336 -2.103
H 3.768 -5.397 -1.897
C -0.256 4.714 6.280
O -0.003 4.522 4.891
C 1.072 3.634 4.584
C 1.306 3.827 3.056
C 1.723 5.312 2.659
N 0.154 3.364 2.302
H 0.669 4.509 6.819
H -1.093 4.124 6.654
H -0.465 5.756 6.524
H 1.962 4.003 5.094
H 1.021 2.585 4.875
H 2.204 3.257 2.819
H 2.533 5.506 3.362
H 0.893 5.986 2.873
H 2.063 5.301 1.623
H -0.620 4.002 2.420
H -0.261 2.562 2.754
N -3.402 2.581 4.693
C -3.023 1.400 4.331
N -3.700 0.528 4.955
O -2.304 1.125 3.418
H -4.073 2.625 5.447
H -2.851 3.320 4.279
H -4.050 -0.253 4.419
H -4.019 0.605 5.910
N -0.077 0.157 3.892
C -0.132 -1.027 4.348
N -1.154 -1.239 5.107
O 0.790 -1.785 4.304
H -0.962 0.637 3.806
H 0.649 0.575 3.329
H -1.935 -0.601 5.154
H -1.197 -2.166 5.506
O -0.576 0.075 -2.292
C 0.228 -0.545 -1.309
C 0.206 0.503 -0.085
O -1.020 0.741 0.543
H -1.149 0.613 -1.740
H -0.049 -1.566 -1.046
H 1.211 -0.740 -1.736
H 0.537 1.468 -0.471
H 0.869 0.073 0.665
H -1.114 1.618 0.923
O 2.649 0.121 -5.611
C 1.311 0.404 -5.365
C 0.743 1.788 -5.681
O 0.853 1.941 -7.020
H 2.846 -0.788 -5.372
H 0.688 -0.278 -5.943
H 1.167 0.229 -4.299
H 1.445 2.388 -5.102
H -0.250 1.989 -5.279
H 1.130 1.186 -7.545
*
```

Here is a 3-piece molecular cluster, C2H8O4 overall from the Open Molecules 2025 dataset. Energies are from wB97M-V/def2-TZVPD.

Values from the calculation:
SMILES: CC(=O)O.O.O
Maximum force in eV Å⁻¹: 6.044
ΔE to the lowest compared entry with this formula, charge and spin in eV: 1.5075
Orbital gap in eV: 10.932

```
! wB97M-V def2-TZVPD RIJCOSX def2/J DEFGRID3
* xyz 0 1
C -0.629 0.484 2.450
C 0.177 0.906 1.252
O -0.257 1.699 0.330
O 1.354 0.197 1.249
H -1.484 0.039 2.076
H -0.914 1.305 3.060
H -0.209 -0.356 2.954
H 1.843 0.398 0.356
O 0.663 -4.027 -1.709
H 1.537 -3.606 -1.803
H -0.013 -3.375 -1.448
O -0.746 2.366 -3.167
H -1.473 1.847 -2.677
H 0.152 2.123 -2.922
*
```

Here is C26H54ClLiO11 as an isolated structure from the Open Molecules 2025 dataset. Energies are from wB97M-V/def2-TZVPD.

Values from the calculation:
Maximum force in eV Å⁻¹: 2.433
ΔE to the lowest compared entry with this formula, charge and spin in eV: 0.0000
Orbital gap in eV: 8.488

```
! wB97M-V def2-TZVPD RIJCOSX def2/J DEFGRID3
* xyz 0 1
Li 0.339 -10.048 -1.935
Cl 2.940 -9.284 -0.468
O 3.654 -10.104 -1.411
O 1.677 -9.939 -0.205
O 3.587 -9.167 0.800
O 2.616 -8.027 -1.066
C -0.917 -6.892 -4.147
C -1.162 -7.949 -5.227
C -0.538 -9.249 -4.635
O 0.023 -8.842 -3.397
C 0.268 -7.428 -3.346
H -1.828 -6.878 -3.550
H -0.742 -5.887 -4.530
H -0.878 -7.771 -6.260
H -2.246 -8.085 -5.221
H 0.229 -9.599 -5.331
H -1.280 -10.034 -4.501
H 1.215 -7.166 -3.819
H 0.278 -7.080 -2.316
C 0.693 -8.654 4.148
C -0.770 -8.964 4.285
C -0.793 -10.453 4.686
O 0.522 -10.970 4.455
C 1.297 -10.010 3.734
H 1.157 -8.403 5.105
H 1.008 -7.879 3.447
H -1.244 -8.908 3.300
H -1.360 -8.398 5.003
H -1.467 -10.979 4.007
H -1.056 -10.601 5.731
H 1.324 -10.175 2.649
H 2.321 -10.168 4.080
C -0.303 -5.323 0.207
C 1.149 -5.022 -0.019
C 1.815 -5.174 1.374
O 0.779 -5.727 2.198
C -0.250 -6.270 1.394
H -0.786 -5.780 -0.661
H -0.814 -4.380 0.417
H 1.433 -4.047 -0.424
H 1.564 -5.717 -0.756
H 2.056 -4.232 1.867
H 2.704 -5.803 1.314
H -1.200 -6.324 1.933
H -0.004 -7.320 1.179
C 7.573 -9.963 1.999
C 7.077 -10.903 0.924
C 7.210 -10.100 -0.364
O 8.417 -9.352 -0.111
C 8.656 -9.181 1.278
H 7.820 -10.532 2.892
H 6.750 -9.267 2.207
H 6.131 -11.428 1.051
H 7.812 -11.719 0.867
H 6.379 -9.406 -0.510
H 7.415 -10.751 -1.210
H 8.612 -8.121 1.526
H 9.606 -9.623 1.600
C 6.591 -5.919 3.655
C 5.783 -7.095 4.172
C 4.424 -6.921 3.479
O 4.306 -5.506 3.411
C 5.542 -4.852 3.251
H 7.153 -6.186 2.754
H 7.362 -5.606 4.361
H 5.765 -7.073 5.262
H 6.170 -8.073 3.875
H 3.619 -7.452 3.980
H 4.490 -7.274 2.444
H 5.541 -3.929 3.827
H 5.707 -4.649 2.187
C 3.116 -13.130 1.253
C 3.906 -13.823 0.144
C 4.948 -14.622 0.911
O 5.188 -13.898 2.135
C 4.148 -12.949 2.383
H 2.321 -13.793 1.599
H 2.766 -12.124 1.030
H 4.391 -13.069 -0.479
H 3.232 -14.403 -0.486
H 5.903 -14.641 0.387
H 4.637 -15.613 1.253
H 4.560 -11.944 2.281
H 3.657 -13.095 3.344
C -1.366 -11.357 0.918
C -1.531 -9.891 0.462
O -1.525 -9.888 -0.971
H -0.466 -11.764 0.456
H -2.185 -11.980 0.554
H -1.279 -11.389 2.002
H -0.652 -9.429 0.920
H -2.417 -9.426 0.887
H -2.267 -9.372 -1.294
*
```

Number 1: DFT total energy -95285.1387 eV. Number 2: DFT total energy -123986.5004 eV. Number 3: DFT total energy -10831.3155 eV. Number 4: DFT total energy -31525.8659 eV. Number 5: DFT total energy -116995.5844 eV. Number 6: DFT total energy -71967.4689 eV. Number 7: DFT total energy -10393.1863 eV. Number 8: DFT total energy -63078.6862 eV.